Model i:
The following is a DFT calculation (ωB97M-V/def2-TZVPD) of the molecule C6H9N.

## Properties
HOMO level (alpha / beta): -7.2 / -7.4 eV
multiplicity: 1
Kohn-Sham gap (alpha / beta): 8.005 / 7.947 eV
M: 95.1 u

Element x y z (Å)
C1 -1.7043 -0.1124 -1.0343
C2 -0.4238 0.2021 -0.2819
C3 -0.1754 -0.3593 1.1718
C4 1.2897 -0.3292 0.8268
C5 0.9413 -0.5171 -0.6264
C6 -0.0318 1.6940 -0.1752
N1 1.0113 1.8458 0.4579
H1 -1.6543 0.2668 -2.0628
H2 -2.5634 0.3623 -0.5428
H3 -1.8830 -1.1946 -1.0717
H4 -0.5744 -1.3862 1.1884
H5 -0.5441 0.1886 2.0481
H6 1.8713 1.7369 0.9854
H7 2.1396 -0.7229 1.3864
H8 1.6007 -0.1096 -1.4036
H9 0.7006 -1.5651 -0.8661

=====

Model ii:
The following is a DFT calculation (ωB97M-V/def2-TZVPD) of the molecule C6H9N.

## Properties
HOMO level (alpha / beta): -8.2 / -8.2 eV
multiplicity: 1
Kohn-Sham gap (alpha / beta): 8.765 / 8.766 eV
M: 95.1 u

Element x y z (Å)
C1 2.8470 0.5394 2.3334
C2 1.8069 0.1650 1.3826
C3 0.9722 -0.1485 0.5756
C4 0.0199 -0.5197 -0.4580
C5 -1.4157 -0.5133 0.0550
N1 -2.4283 -0.9151 -0.5863
C6 -2.4255 0.1279 -1.6623
H1 2.7853 1.6039 2.5774
H2 3.8388 0.3448 1.9124
H3 2.7500 -0.0353 3.2584
H4 0.1608 -1.5776 -0.7301
H5 0.2308 0.0564 -1.3625
H6 -1.5833 -0.1405 1.0611
H7 -1.6343 0.1219 -2.4157
H8 -2.5057 1.1607 -1.2514
H9 -3.3939 -0.1405 -2.0116

=====

Stability summary: most stable model ii, least stable model i.

=====

Model i:
The following is a DFT calculation (ωB97M-V/def2-TZVPD) of the molecule C6H9N.

## Properties
HOMO level (alpha / beta): -8.3 / -8.3 eV
multiplicity: 1
Kohn-Sham gap (alpha / beta): 8.187 / 8.186 eV
M: 95.1 u

Element x y z (Å)
C1 -1.4799 -0.9552 0.5091
N1 -0.6018 -0.2489 -0.4300
C2 0.8102 -0.6848 -0.4587
C3 1.0725 -0.0401 -1.8151
C4 -0.4070 1.1888 -0.1372
C5 0.7462 1.2167 0.8513
C6 1.4733 0.1168 0.6613
H1 -1.1549 -0.8641 1.5600
H2 -2.4882 -0.5334 0.4147
H3 -1.5398 -2.0208 0.2504
H4 0.9244 -1.7778 -0.4255
H5 0.5255 -0.6552 -2.5403
H6 0.0104 1.5704 -1.0664
H7 -1.3275 1.7171 0.1101
H8 0.9952 2.0969 1.4311
H9 2.4413 -0.1264 1.0849

=====

Model ii:
The following is a DFT calculation (ωB97M-V/def2-TZVPD) of a structure of composition C6H9N.

## Properties
HOMO level: -7.3 eV
multiplicity: 1
Kohn-Sham gap: 8.296 eV
M: 95.1 u

Element x y z (Å)
C1 -2.0644 -0.5343 0.9451
N1 -1.0510 0.1587 0.2058
C2 -0.3238 1.3062 0.4133
C3 1.9163 0.6419 -0.5719
C4 1.2600 -0.7624 -0.5114
C5 -0.1636 -0.2090 -0.8733
C6 0.4839 1.1806 -0.6944
H1 -1.6340 -1.3510 1.5442
H2 -2.8264 -0.9537 0.2791
H3 -2.5557 0.1632 1.6302
H4 -0.3350 1.9191 1.3131
H5 2.4606 0.9436 0.3278
H6 1.2849 -1.2325 0.4765
H7 1.6284 -1.4724 -1.2573
H8 -0.6396 -0.5892 -1.7821
H9 2.5594 0.7913 -1.4449

=====

Model iii:
The following is a DFT calculation (ωB97M-V/def2-TZVPD) of the molecule C6H9N.

## Properties
HOMO level: -9.0 eV
multiplicity: 1
Kohn-Sham gap: 10.016 eV
M: 95.1 u

Element x y z (Å)
C1 0.0721 -0.5329 -1.2488
C2 -0.3312 -1.0498 0.3006
C3 0.9518 -0.4065 0.9946
C4 0.5799 1.0696 0.4503
C5 0.2063 0.8544 -1.0843
N1 -0.7770 1.3278 -0.0019
C6 -1.4284 0.0658 0.5394
H1 1.1023 -0.9288 -1.6746
H2 -0.5942 -0.8524 -2.2117
H3 -0.3467 -2.1053 0.3512
H4 1.2494 -0.3565 2.2559
H5 1.8703 -0.7194 0.4713
H6 0.9363 2.0500 0.8354
H7 0.5387 1.6653 -1.6687
H8 -2.3385 -0.1480 0.0432
H9 -1.6911 0.0665 1.6478

=====

Stability summary: most stable model iii, least stable model i.

=====

Model i:
The following is a DFT calculation (ωB97M-V/def2-TZVPD) of the molecule C11H23N3O3.

## Properties
HOMO level: -9.5 eV
multiplicity: 1
Kohn-Sham gap: 9.978 eV
M: 245.3 u

Element x y z (Å)
C1 -0.6531 -1.7422 1.4708
C2 -1.1971 -0.6134 2.3682
C3 -2.0633 -1.2253 3.4948
C4 -1.9998 0.5034 1.6663
N1 -3.0765 -0.0439 0.9263
C5 -1.1012 1.3202 0.7549
O1 -0.4011 2.2393 1.1753
N2 -1.1444 0.8369 -0.5152
C6 -0.5921 1.6276 -1.6342
C7 0.8431 2.0650 -1.4925
C8 1.8946 1.0444 -1.0215
C9 2.2501 -0.1232 -1.9440
C10 3.3926 -0.9949 -1.3713
N3 3.1299 -1.6452 -0.0674
C11 -0.6688 0.8550 -2.9246
O2 -0.5136 1.3248 -4.0335
O3 -0.9225 -0.4366 -2.7962
H1 -1.5091 -2.2327 0.9948
H2 0.0323 -1.4243 0.7181
H3 -0.1268 -2.5201 2.0347
H4 -0.3691 -0.0184 2.7963
H5 -2.5666 -0.4236 4.0271
H6 -2.8333 -1.8249 2.9687
H7 -1.4893 -1.8491 4.1157
H8 -2.4171 1.1979 2.4581
H9 -3.6096 0.7003 0.4459
H10 -3.7808 -0.4548 1.5235
H11 -2.0399 0.4230 -0.7561
H12 -1.2941 2.4721 -1.7287
H13 0.9504 2.8890 -0.7411
H14 1.1480 2.4420 -2.4683
H15 2.8200 1.5683 -0.8122
H16 1.7083 0.6477 -0.0503
H17 1.3842 -0.7841 -2.2192
H18 2.6070 0.2897 -2.8779
H19 4.2960 -0.3266 -1.2562
H20 3.6622 -1.7959 -2.1026
H21 3.8369 -2.3760 0.0501
H22 3.3057 -0.9637 0.6674
H23 -0.8921 -0.6277 -1.8439

=====

Model ii:
The following is a DFT calculation (ωB97M-V/def2-TZVPD) of the molecule C11H23N3O3.

## Properties
HOMO level: -8.9 eV
multiplicity: 1
Kohn-Sham gap: 9.316 eV
M: 245.3 u

Element x y z (Å)
C1 0.4460 0.6416 3.7976
C2 -0.7220 1.3453 3.0512
C3 -1.1274 2.7862 3.2667
C4 -0.9024 1.1935 1.4855
N1 -1.2310 0.1199 0.8363
C5 -0.6956 -1.1776 0.9277
O1 0.3928 -1.3664 1.3975
C6 -1.4126 -2.1472 -0.0138
N2 -2.5270 -1.5588 -0.7353
C7 -0.2543 -2.4238 -1.0374
C8 0.4799 -1.2755 -1.7543
C9 1.4202 -1.6270 -2.9670
C10 2.3357 -0.5478 -3.5713
N3 1.6028 0.6522 -4.0713
C11 0.4115 1.7412 0.8514
O2 1.4270 2.0417 1.4847
O3 0.3529 1.7875 -0.4951
H1 0.7859 -0.3328 3.3801
H2 1.3226 1.3483 3.5843
H3 0.0708 0.6425 4.8371
H4 -1.6447 1.0117 3.5342
H5 -2.0798 3.0932 2.8262
H6 -1.3166 2.9361 4.3993
H7 -0.3184 3.4463 2.9186
H8 -1.6384 1.9477 1.1769
H9 -2.1379 0.1950 0.2532
H10 -1.6184 -2.9960 0.5564
H11 -2.2951 -1.1097 -1.6062
H12 -3.5120 -1.6875 -0.6618
H13 -0.8979 -3.0019 -1.8193
H14 0.3454 -3.0913 -0.4217
H15 -0.2857 -0.5361 -2.0641
H16 1.1787 -0.8871 -1.0847
H17 2.0078 -2.4449 -2.5497
H18 0.8846 -2.1406 -3.7688
H19 2.9482 -1.0087 -4.3804
H20 3.1183 -0.3015 -2.8331
H21 2.3490 1.1843 -4.5581
H22 1.6089 1.2461 -3.1818
H23 1.1281 2.3018 -0.9898

=====

Stability summary: most stable model i, least stable model ii.

=====

Model i:
The following is a DFT calculation (ωB97M-V/def2-TZVPD) of a cluster of 2 separate species, C2H6O2 in total.

## Properties
HOMO level: -10.1 eV
multiplicity: 1
Kohn-Sham gap: 10.372 eV
M: 62.1 u

Element x y z (Å)
C1 -1.4518 -0.0761 1.1059
O1 -1.1762 -1.1735 0.6840
H1 -0.7068 0.5688 1.6057
H2 -2.4679 0.3389 1.0000
C2 1.0022 0.3546 -0.9109
O2 1.4288 -0.8534 -0.3405
H3 1.8045 0.7074 -1.5634
H4 0.8087 1.1364 -0.1570
H5 0.0934 0.2543 -1.5231
H6 0.6652 -1.2574 0.0995

=====

Model ii:
The following is a DFT calculation (ωB97M-V/def2-TZVPD) of a cluster of 2 separate species, C2H6O2 in total.

## Properties
HOMO level: -11.1 eV
multiplicity: 1
Kohn-Sham gap: 11.787 eV
M: 62.1 u

Element x y z (Å)
O1 -0.6662 -3.0538 0.0933
C1 -1.2797 -2.4537 0.9135
O2 -0.7965 -1.4210 1.6416
H1 -2.2917 -2.6498 1.2542
H2 0.0691 -1.1571 1.2966
C2 0.9976 2.1523 -1.0061
H3 1.6828 2.8064 -1.5246
H4 1.3810 1.1672 -1.2805
H5 0.0161 2.3311 -1.4485
H6 0.8876 2.2784 0.0605

=====

Stability summary: most stable model ii, least stable model i.